Entry 1:
DFT (wB97M-V/def2-TZVPD) results for C2H4N6 in the gas phase at a distorted geometry.

Each line ends with the Löwdin charge.
Geometry (Å):
C  1.1310  -0.1685  -0.0008  -0.532
C  -1.4309  -0.9808  0.3572  -0.144
H  0.8790  2.0404  0.8737  0.224
H  2.4546  1.5657  -0.0641  0.129
H  1.2152  -1.7135  -1.0121  0.141
H  -1.0533  -2.0542  0.6026  0.143
N  1.4976  1.1517  0.2483  0.028
N  1.8899  -1.1113  -0.2927  0.109
N  -0.4275  -0.0703  -0.1591  -0.053
N  -2.6229  -0.5245  0.0821  -0.011
N  -2.4124  0.7003  -0.2906  -0.088
N  -1.1203  1.1649  -0.3444  0.053

Atomic forces in eV per Å
C -2.41 4.76 0.07
C 4.40 -1.75 -2.33
H 2.21 -4.46 -2.76
H -2.36 -1.80 0.91
H 2.37 1.17 2.55
H -1.19 2.17 -0.26
N 0.60 4.05 1.97
N -2.49 -2.52 -2.89
N -1.41 -0.48 2.82
N 1.51 -0.81 1.16
N 1.29 5.15 -0.82
N -2.51 -5.48 -0.40

Structure (SMILES) = [H]/N=C(/N)n1cnnn1
LUMO = 0.02 eV
Highest occupied orbital energy = -10.24 eV
Kohn-Sham gap = 10.3 eV

***

Entry 2:
DFT (wB97M-V/def2-TZVPD) results for a molecular structure, C25H28N2O3OsSi2.

Each line ends with the Löwdin charge.
Geometry (Å):
Os  0.4614  -0.0497  -0.2945  1.457
C  -0.6125  -0.5952  -4.6161  -0.048
O  0.7090  -0.3780  -5.0971  -0.054
C  1.6717  0.0911  -4.2716  -0.217
C  2.8136  0.5737  -4.8959  0.001
C  3.8718  1.0984  -4.1696  -0.076
C  3.8082  1.1386  -2.7866  -0.043
C  2.6850  0.6310  -2.1493  -0.181
C  2.5965  0.5916  -0.6660  -0.234
N  2.5144  -0.6298  -0.0177  -0.130
N  2.8797  -0.5642  1.3221  0.071
C  1.9447  -0.1641  2.0946  -0.425
O  0.7294  0.1855  1.6411  -0.297
C  2.1643  -0.0693  3.5561  -0.150
C  1.0830  0.1027  4.4171  -0.025
C  1.2930  0.1907  5.7864  -0.077
C  2.5813  0.1130  6.2978  -0.087
C  3.6594  -0.0552  5.4388  -0.078
C  3.4543  -0.1452  4.0712  -0.028
C  1.6088  0.1305  -2.8799  -0.240
O  0.4973  -0.2768  -2.1993  -0.316
H  -1.2055  -0.8116  -5.5002  0.097
H  -1.0066  0.2944  -4.1224  0.082
H  -0.6600  -1.4378  -3.9274  0.072
H  2.8432  0.5375  -5.9777  0.122
H  4.7452  1.4720  -4.6875  0.104
H  4.6247  1.5402  -2.1985  0.114
H  3.0950  1.3965  -0.1333  0.123
H  0.0845  0.1676  4.0048  0.107
H  0.4495  0.3214  6.4525  0.103
H  2.7466  0.1871  7.3652  0.102
H  4.6653  -0.1138  5.8355  0.103
H  4.2864  -0.2779  3.3918  0.110
C  -1.0972  -3.1787  -1.1770  -0.196
Si  -1.1380  -1.8653  0.1435  0.500
C  -1.0863  -2.6860  1.8097  -0.198
C  -2.7666  -0.9089  -0.0097  -0.294
C  -3.9520  -1.6498  0.0873  -0.105
C  -5.1936  -1.0401  -0.0079  -0.085
C  -5.2746  0.3327  -0.2033  -0.084
C  -4.1131  1.0837  -0.3030  -0.101
C  -2.8479  0.4889  -0.2107  -0.294
Si  -1.3221  1.6057  -0.3196  0.469
C  -1.4677  2.6872  -1.8324  -0.202
C  -1.3187  2.7060  1.1854  -0.210
H  -2.0195  -3.7657  -1.1122  0.034
H  -0.2451  -3.8513  -1.0506  0.038
H  -1.0408  -2.7331  -2.1722  0.007
H  -1.9825  -3.3051  1.9172  0.034
H  -1.0758  -1.9504  2.6173  0.024
H  -0.2076  -3.3280  1.9147  0.038
H  -3.9071  -2.7253  0.2408  0.097
H  -6.0971  -1.6335  0.0698  0.103
H  -6.2420  0.8159  -0.2765  0.103
H  -4.1937  2.1571  -0.4535  0.098
H  -2.3922  3.2711  -1.7730  0.031
H  -1.4951  2.0926  -2.7492  0.013
H  -0.6274  3.3837  -1.8993  0.034
H  -2.2435  3.2925  1.2046  0.033
H  -0.4713  3.3972  1.1757  0.033
H  -1.2640  2.1120  2.0997  0.021

Atomic forces in eV per Å
Os -0.05 0.07 0.04
C -0.10 -0.02 -0.07
O -0.16 -0.13 -0.12
C -0.04 0.03 -0.12
C 0.20 0.06 -0.06
C -0.05 -0.03 -0.03
C 0.02 0.03 0.00
C 0.00 0.01 0.35
C 0.42 -0.12 0.05
N 0.20 -0.01 -0.33
N 0.02 0.09 -0.25
C -0.30 0.04 0.22
O 0.31 -0.14 0.04
C -0.16 0.09 0.01
C 0.06 0.01 -0.04
C 0.02 -0.01 -0.04
C -0.06 0.01 0.00
C 0.02 -0.01 -0.05
C 0.07 -0.04 0.06
C -0.21 -0.01 0.10
O 0.39 0.03 0.19
H -0.01 0.00 -0.03
H 0.01 -0.03 -0.03
H 0.01 0.04 -0.08
H -0.01 0.01 0.03
H -0.02 0.00 0.00
H -0.02 -0.03 -0.02
H -0.05 0.05 0.09
H 0.01 0.01 0.02
H 0.02 0.00 -0.01
H -0.01 -0.01 -0.01
H -0.02 0.00 -0.01
H -0.03 0.01 0.02
C 0.08 -0.07 -0.18
Si -0.42 -0.16 0.01
C 0.16 0.01 0.23
C -0.12 0.25 -0.05
C 0.06 0.08 -0.01
C 0.00 -0.01 0.00
C 0.01 0.01 0.00
C 0.08 -0.08 0.01
C -0.12 -0.27 0.02
Si -0.33 0.19 0.05
C 0.06 0.02 -0.21
C 0.05 0.10 0.16
H 0.07 -0.02 -0.04
H -0.05 0.04 -0.01
H -0.03 -0.07 0.06
H 0.05 0.00 0.04
H -0.01 -0.06 -0.03
H -0.06 0.03 0.01
H -0.02 0.05 -0.01
H 0.02 0.02 0.00
H 0.03 -0.02 0.00
H -0.01 -0.05 0.00
H 0.07 -0.01 -0.05
H -0.01 0.07 0.05
H -0.06 -0.03 -0.01
H 0.06 -0.01 0.04
H -0.06 -0.03 0.01
H 0.00 0.05 -0.02

2S+1 = 5
LUMO (spin up / spin down) = 0.60 / -1.84 eV
Highest occupied orbital energy (spin up / spin down) = -6.84 / -8.35 eV
Kohn-Sham gap (spin up / spin down) = 7.4 / 6.5 eV
Expectation value of S² = 6.014

***

Entry 3:
DFT (wB97M-V/def2-TZVPD) results for C9H15N3O6 in the gas phase at a distorted geometry.

Each line ends with the Löwdin charge.
Geometry (Å):
C  1.7053  -0.2258  -0.9040  -0.290
C  1.2923  -1.0150  0.2796  -0.436
C  3.2486  -0.4037  -1.1299  -0.054
C  4.1940  0.1544  0.0015  -0.514
C  -0.9638  0.0270  0.1887  -0.270
C  -0.8966  1.3972  0.7842  -0.512
C  -2.3790  -0.5462  0.2818  -0.124
C  -3.5372  0.2510  -0.3553  -0.095
C  -4.8303  -0.3735  -0.0590  -0.492
H  1.5158  1.6409  -1.6668  0.102
H  1.7634  1.6275  -0.0415  0.102
H  1.1704  -0.7106  -1.7510  0.164
H  3.5709  0.1255  -2.0234  0.113
H  3.5234  -1.4572  -1.3355  0.115
H  5.6349  -0.4572  1.2437  0.083
H  4.6982  -1.7464  0.6393  0.108
H  -0.2950  -1.5162  1.4359  0.165
H  -0.8359  0.2053  -0.9339  0.171
H  -2.6126  -0.6514  1.3226  0.116
H  -2.4254  -1.5650  -0.1465  0.139
H  -3.4174  0.3137  -1.4401  0.140
H  -3.4773  1.2978  -0.0078  0.131
H  -6.6880  -0.3686  -0.3232  0.133
H  -0.1234  2.3393  2.2980  0.150
N  1.2686  1.1608  -0.8118  0.070
N  4.9921  -0.7759  0.5871  0.172
N  -0.0301  -0.9835  0.6073  0.128
O  2.0750  -1.7545  0.8740  0.062
O  4.2756  1.3643  0.1637  0.032
O  -1.4177  2.3491  0.2302  0.096
O  -4.9103  -1.3568  0.6955  0.066
O  -5.9407  0.2051  -0.5922  0.100
O  -0.1481  1.4487  1.8888  0.128

Atomic forces in eV per Å
C 1.47 0.41 -1.13
C -0.03 -1.27 1.40
C 0.41 -0.57 0.57
C -0.93 -0.06 -1.46
C -1.14 -0.69 -3.25
C 0.19 1.37 -1.06
C -0.82 -0.48 -0.12
C 1.59 1.04 -0.35
C -1.23 -2.19 2.31
H 0.04 0.15 0.04
H -0.03 -0.20 -0.55
H 0.33 0.35 0.21
H -0.24 0.33 -0.09
H -0.44 0.41 0.31
H 1.09 0.56 1.29
H -0.04 0.52 -0.10
H 0.34 0.18 -0.30
H 0.07 -0.09 1.63
H -0.29 -0.27 0.75
H 0.41 0.45 0.23
H 0.02 0.04 -0.05
H -0.43 -0.37 -0.16
H 0.40 0.34 -0.07
H -0.22 -0.41 -0.61
N 0.59 0.16 0.36
N -1.20 -0.53 -1.03
N -0.10 0.29 0.74
O -0.49 0.42 -0.32
O 0.11 -0.65 0.41
O 0.31 -0.80 1.21
O -0.33 1.87 -1.75
O 0.58 -0.63 0.20
O 0.01 0.32 0.75

Structure (SMILES) = NC(=O)C[C@H](N)C(=O)N[C@@H](CCC(=O)O)C(=O)O
LUMO = 0.49 eV
Highest occupied orbital energy = -9.54 eV
Kohn-Sham gap = 10.0 eV